[1]
11
Properties=species:S:1:pos:R:3 method="wB97M-V/def2-TZVPD" orbital_gap_ev="7.44 / 8.04" lumo_ev="-0.44 / -1.05" total_energy_ev=-10244.886 max_force_ev_per_a=2.87 homo_ev="-7.88 / -9.09" e_above_lowest_ev=7.3789
O -2.865 0.966 0.039
N -1.872 0.305 -0.157
C -1.349 -0.860 0.039
C -0.002 -1.146 -0.083
C 1.116 -0.228 -0.206
N 0.957 1.016 0.130
O 2.064 1.851 -0.087
H -2.136 -1.557 0.308
H 0.161 -2.259 0.004
H 1.965 -0.765 -0.433
H 1.961 2.676 0.445

[2]
21
Properties=species:S:1:pos:R:3 method="wB97M-V/def2-TZVPD" orbital_gap_ev="4.27 / 6.94" lumo_ev="-12.06 / -9.40" total_energy_ev=-32333.884 max_force_ev_per_a=4.89 homo_ev="-16.33 / -16.34" charge=+2 e_above_lowest_ev=1.5727 spin_multiplicity=9 s_squared=20.1780
H 3.652 0.946 -2.655
C 1.432 1.813 2.417
O 2.509 0.952 2.214
C 0.106 1.141 2.080
O 0.259 0.498 0.795
C -0.921 -0.139 0.315
C -0.698 -0.555 -1.121
O -1.409 -1.743 -1.316
C -1.467 -2.163 -2.658
Gd 2.495 -0.232 0.862
H 1.526 2.727 1.798
H 1.362 2.146 3.469
H -0.717 1.865 2.006
H -0.149 0.367 2.822
H -1.753 0.577 0.358
H -1.215 -0.955 0.993
H 0.289 -0.713 -1.592
H -0.935 0.311 -1.760
H -1.821 -3.201 -2.647
H -2.069 -1.445 -3.239
H -0.476 -2.195 -3.141

[3]
44
Properties=species:S:1:pos:R:3 method="wB97M-V/def2-TZVPD" orbital_gap_ev=8.97 lumo_ev=0.73 total_energy_ev=-35088.977 max_force_ev_per_a=0.60 homo_ev=-8.23 e_above_lowest_ev=0.0000 smiles=C[C@H]1CCCCN1C[C@@H](O)COCc1ccc(Cl)cc1
C -1.125 -0.514 -2.253
C -1.558 -0.084 -0.853
C -2.947 0.560 -0.927
C -3.396 1.050 0.444
C -3.362 -0.122 1.416
C -1.971 -0.744 1.411
N -1.630 -1.208 0.076
C -0.499 -2.109 0.088
C 0.834 -1.494 0.564
O 0.965 -1.689 1.956
C 2.049 -2.108 -0.148
O 3.265 -1.567 0.336
C 3.738 -0.421 -0.348
C 2.865 0.796 -0.158
C 2.706 1.342 1.112
C 1.832 2.390 1.327
C 1.115 2.906 0.258
Cl -0.008 4.194 0.522
C 1.283 2.398 -1.020
C 2.158 1.344 -1.220
H -0.074 -0.787 -2.281
H -1.277 0.311 -2.946
H -1.723 -1.359 -2.586
H -0.849 0.687 -0.491
H -2.921 1.393 -1.633
H -3.654 -0.184 -1.297
H -4.400 1.474 0.385
H -2.717 1.833 0.791
H -3.614 0.205 2.426
H -4.089 -0.874 1.104
H -1.943 -1.604 2.084
H -1.241 -0.006 1.783
H -0.742 -2.930 0.767
H -0.373 -2.527 -0.912
H 0.815 -0.416 0.352
H 1.900 -1.567 2.171
H 2.090 -3.177 0.082
H 1.971 -1.976 -1.234
H 3.840 -0.644 -1.420
H 4.732 -0.244 0.073
H 3.256 0.923 1.941
H 1.697 2.799 2.316
H 0.725 2.812 -1.845
H 2.277 0.938 -2.214

[4]
14
Properties=species:S:1:pos:R:3 method="wB97M-V/def2-TZVPD" orbital_gap_ev="7.48 / 7.48" lumo_ev="-4.41 / -4.42" total_energy_ev=-9742.279 max_force_ev_per_a=2.76 homo_ev="-11.89 / -11.89" charge=+1 e_above_lowest_ev=2.8560 smiles="C=[n+]1cc[nH]c1=C=N"
C 0.997 -0.405 1.481
N 0.449 -0.175 0.325
C 1.280 -0.050 -0.840
C 0.514 0.338 -1.880
N -0.805 0.357 -1.517
C -0.828 0.121 -0.108
C -1.910 -0.027 0.641
N -2.858 -0.342 1.223
H 0.399 -0.378 2.304
H 2.046 -0.500 1.646
H 2.366 -0.267 -0.726
H 1.021 0.518 -2.783
H -1.671 0.156 -1.991
H -3.762 -0.205 1.625

[5]
16
Properties=species:S:1:pos:R:3 method="wB97M-V/def2-TZVPD" orbital_gap_ev=11.34 lumo_ev=1.15 total_energy_ev=-7393.197 max_force_ev_per_a=0.30 homo_ev=-10.19 e_above_lowest_ev=1.5680 smiles=CCC[C@H]1CO1
C -1.561 1.225 0.652
C -1.053 -0.075 0.038
C 0.160 -0.714 0.751
C 1.149 -1.081 -0.332
C 1.673 0.013 -1.142
O 2.511 -0.697 -0.236
H -0.726 1.913 0.838
H -2.086 1.067 1.598
H -2.247 1.723 -0.042
H -0.734 0.159 -0.983
H -1.866 -0.800 -0.069
H -0.125 -1.592 1.343
H 0.639 -0.007 1.442
H 0.995 -2.049 -0.812
H 1.839 -0.118 -2.210
H 1.431 1.034 -0.837

[6]
86
Properties=species:S:1:pos:R:3 method="wB97M-V/def2-TZVPD" orbital_gap_ev=7.16 lumo_ev=1.78 total_energy_ev=-69627.838 max_force_ev_per_a=6.15 homo_ev=-5.38 charge=-1
C -2.274 -4.573 0.317
C -1.845 -4.286 1.852
O -3.032 -4.560 2.660
C -1.575 -2.676 1.920
O -0.578 -2.388 2.891
B -0.461 -0.918 3.209
C -0.509 0.059 1.895
C 0.666 -0.153 0.830
O 1.015 0.874 0.158
I 1.699 -1.998 0.358
C 1.020 -0.845 3.957
C 1.423 0.811 4.184
C 1.390 1.307 5.795
O 0.304 1.701 4.673
C -1.717 -0.655 4.284
C -2.998 0.012 3.713
C -4.195 0.204 4.714
C -3.969 -0.253 6.191
C -2.583 -0.848 6.525
N -1.488 -1.076 5.642
H -3.003 -5.449 0.211
H -1.357 -4.820 -0.321
H -2.802 -3.647 -0.126
H -0.923 -4.860 2.191
H -3.803 -4.604 2.045
H -2.603 -2.207 2.086
H -1.258 -2.395 0.839
H -0.451 1.176 2.197
H -1.495 0.003 1.287
H 1.041 -1.323 4.987
H 1.875 -1.233 3.308
H 2.282 1.278 3.486
H 1.688 2.371 6.069
H 0.512 0.889 6.417
H -3.163 0.336 2.639
H -5.181 0.655 4.343
H -4.828 -0.117 6.920
H -2.420 -1.144 7.628
C 0.686 2.864 -1.312
O 0.748 3.237 -2.694
C -0.445 3.484 -3.255
O -1.516 3.418 -2.704
O -0.239 3.819 -4.543
C -1.431 4.111 -5.268
H 1.703 2.690 -0.966
H 0.251 3.670 -0.715
H 0.118 1.946 -1.188
H -1.950 4.966 -4.830
H -2.086 3.237 -5.302
H -1.147 4.367 -6.290
C 7.565 -0.361 -2.170
O 6.570 0.384 -2.867
C 5.308 0.100 -2.495
O 4.980 -0.700 -1.656
O 4.477 0.863 -3.221
C 3.092 0.663 -2.927
H 8.540 -0.051 -2.549
H 7.526 -0.147 -1.099
H 7.446 -1.431 -2.355
H 2.878 0.916 -1.886
H 2.797 -0.366 -3.143
H 2.515 1.329 -3.570
C -0.996 5.014 -10.478
O -1.955 6.048 -10.693
C -2.673 6.368 -9.604
O -2.566 5.867 -8.512
O -3.530 7.345 -9.943
C -4.363 7.789 -8.873
H -0.477 4.838 -11.421
H -0.260 5.320 -9.731
H -1.489 4.087 -10.177
H -3.761 8.205 -8.062
H -4.990 6.972 -8.509
H -5.012 8.575 -9.260
C 2.975 -8.012 4.781
O 2.567 -6.983 5.678
C 1.606 -6.174 5.189
O 1.097 -6.261 4.099
O 1.317 -5.259 6.125
C 0.304 -4.324 5.742
H 3.748 -8.599 5.278
H 2.137 -8.672 4.545
H 3.398 -7.583 3.870
H -0.639 -4.838 5.545
H 0.618 -3.745 4.870
H 0.153 -3.635 6.573

[7]
11
Properties=species:S:1:pos:R:3 method="wB97M-V/def2-TZVPD" orbital_gap_ev=8.95 lumo_ev=-0.08 total_energy_ev=-12780.426 max_force_ev_per_a=5.20 homo_ev=-9.03 e_above_lowest_ev=4.0319 smiles="C=[SiH]F.C"
C 2.213 -0.621 1.470
Si 0.904 0.564 1.327
F 0.995 1.913 0.316
H 3.051 0.048 1.053
H 2.484 -1.175 2.338
H -0.559 0.481 1.433
C -1.798 -0.393 -1.568
H -1.491 -0.956 -2.473
H -2.668 -0.425 -0.918
H -2.245 0.722 -1.791
H -0.887 -0.159 -1.187

[8]
75
Properties=species:S:1:pos:R:3 method="wB97M-V/def2-TZVPD" orbital_gap_ev=6.06 lumo_ev=2.29 total_energy_ev=-58238.036 max_force_ev_per_a=3.59 homo_ev=-3.77 charge=-1
C 2.247 -2.074 4.703
C 1.619 -0.712 4.396
C 0.336 -0.638 5.240
C 2.577 0.405 4.833
C 1.355 -0.612 2.883
C 0.233 -0.024 2.342
C -0.125 -0.235 0.977
C -1.488 0.089 0.504
C -2.376 -0.958 0.024
C -1.878 -2.205 -0.413
C -2.748 -3.132 -0.969
F -2.206 -4.250 -1.562
C -4.145 -2.969 -1.034
C -4.629 -1.751 -0.587
F -5.991 -1.489 -0.679
C -3.794 -0.739 -0.100
C 0.867 -0.800 0.131
C 2.119 -1.154 0.568
C 3.234 -1.736 -0.372
C 4.370 -0.711 -0.529
C 2.674 -2.151 -1.748
C 3.794 -3.018 0.306
C 2.468 -0.860 1.963
O 3.667 -0.627 2.311
H 3.194 -2.162 4.155
H 2.442 -2.179 5.786
H 1.552 -2.842 4.368
H -0.169 0.341 5.142
H -0.367 -1.433 4.927
H 0.577 -0.775 6.312
H 2.147 1.395 4.621
H 2.782 0.308 5.909
H 3.509 0.292 4.260
H -0.460 0.503 3.017
H -2.045 0.842 1.112
H -0.807 -2.423 -0.332
H -4.799 -3.706 -1.468
H -4.228 0.221 0.169
H 0.653 -0.896 -0.923
H 4.781 -0.521 0.465
H 5.143 -1.094 -1.198
H 3.959 0.234 -0.902
H 1.891 -2.916 -1.632
H 2.271 -1.292 -2.312
H 3.466 -2.610 -2.362
H 2.964 -3.726 0.462
H 4.550 -3.502 -0.312
H 4.235 -2.756 1.269
C -3.025 0.367 -6.031
C -2.765 1.735 -5.910
C -2.653 2.307 -4.641
C -2.797 1.490 -3.503
S -2.796 2.230 -1.851
C -1.428 1.597 -0.860
C -0.566 2.732 -0.482
C 0.821 2.525 -0.466
C 1.710 3.564 -0.235
C 1.215 4.861 0.032
C -0.177 5.044 0.148
C -1.052 3.982 -0.059
O -2.623 3.635 -2.150
O -4.010 1.766 -1.219
C -3.095 0.136 -3.625
C -3.186 -0.445 -4.889
H -3.121 -0.079 -7.036
H -2.726 2.381 -6.796
H -2.580 3.396 -4.548
H -0.895 0.921 -1.659
H 1.216 1.535 -0.702
H 2.767 3.384 -0.259
H 1.885 5.699 0.208
H -0.571 6.030 0.411
H -2.125 4.163 0.115
H -3.403 -0.416 -2.736
H -3.445 -1.498 -4.977

Please write out number 5 again, unchanged.
16
Properties=species:S:1:pos:R:3 method="wB97M-V/def2-TZVPD" orbital_gap_ev=11.34 lumo_ev=1.15 total_energy_ev=-7393.197 max_force_ev_per_a=0.30 homo_ev=-10.19 e_above_lowest_ev=1.5680 smiles=CCC[C@H]1CO1
C -1.561 1.225 0.652
C -1.053 -0.075 0.038
C 0.160 -0.714 0.751
C 1.149 -1.081 -0.332
C 1.673 0.013 -1.142
O 2.511 -0.697 -0.236
H -0.726 1.913 0.838
H -2.086 1.067 1.598
H -2.247 1.723 -0.042
H -0.734 0.159 -0.983
H -1.866 -0.800 -0.069
H -0.125 -1.592 1.343
H 0.639 -0.007 1.442
H 0.995 -2.049 -0.812
H 1.839 -0.118 -2.210
H 1.431 1.034 -0.837